# 1
{"formula": "C33H77AsF6N11O11", "method": "wB97M-V/def2-TZVPD", "total_charge": 0, "s2": 0.777, "orbital_gap_ev": [7.05, 2.00], "spin_multiplicity": 2, "homo_ev": [-8.767, -8.767], "e_lumo_ev": [-1.72, -6.77], "symbols": ["As", "F", "F", "F", "F", "F", "F", "C", "O", "N", "C", "C", "H", "H", "H", "H", "H", "H", "H", "C", "O", "N", "C", "C", "H", "H", "H", "H", "H", "H", "H", "C", "O", "N", "C", "C", "H", "H", "H", "H", "H", "H", "H", "C", "O", "N", "C", "C", "H", "H", "H", "H", "H", "H", "H", "C", "O", "N", "C", "C", "H", "H", "H", "H", "H", "H", "H", "C", "O", "N", "C", "C", "H", "H", "H", "H", "H", "H", "H", "C", "O", "N", "C", "C", "H", "H", "H", "H", "H", "H", "H", "C", "O", "N", "C", "C", "H", "H", "H", "H", "H", "H", "H", "C", "O", "N", "C", "C", "H", "H", "H", "H", "H", "H", "H", "C", "O", "N", "C", "C", "H", "H", "H", "H", "H", "H", "H", "C", "O", "N", "C", "C", "H", "H", "H", "H", "H", "H", "H"], "coordinates": [[-0.361, 0.178, 0.499], [-0.941, 1.913, 0.335], [-0.074, 0.036, -1.303], [0.068, -1.585, 0.698], [-0.579, 0.280, 2.302], [-2.094, -0.338, 0.390], [1.353, 0.786, 0.552], [3.812, -5.332, 1.462], [4.622, -6.256, 1.547], [2.489, -5.560, 1.225], [1.560, -4.422, 1.270], [1.926, -6.889, 1.233], [4.041, -4.259, 1.371], [1.984, -3.419, 1.223], [0.881, -4.483, 2.120], [0.969, -4.586, 0.369], [1.220, -7.099, 0.430], [2.697, -7.659, 1.195], [1.500, -6.957, 2.234], [5.651, -1.634, 2.931], [5.312, -2.255, 3.946], [4.803, -1.009, 2.120], [3.426, -0.831, 2.216], [5.296, -0.318, 0.925], [6.660, -1.498, 2.511], [3.128, 0.213, 2.117], [2.950, -1.266, 3.095], [2.986, -1.320, 1.347], [5.127, 0.759, 0.903], [6.385, -0.325, 0.872], [4.887, -0.740, 0.008], [3.269, 5.858, -1.243], [3.398, 6.812, -1.982], [2.044, 5.340, -0.996], [1.759, 4.001, -0.421], [0.880, 5.922, -1.609], [4.104, 5.347, -0.741], [2.736, 3.545, -0.260], [1.026, 3.356, -0.906], [1.312, 4.186, 0.555], [0.463, 5.370, -2.451], [0.040, 5.899, -0.915], [1.013, 6.952, -1.941], [-3.832, -4.162, 4.192], [-4.561, -5.171, 4.323], [-3.131, -3.880, 3.054], [-2.418, -2.629, 2.805], [-3.203, -4.815, 1.906], [-3.721, -3.345, 4.922], [-2.491, -2.252, 1.785], [-1.368, -2.575, 3.095], [-2.948, -1.989, 3.509], [-3.568, -5.790, 2.228], [-3.921, -4.490, 1.153], [-2.215, -4.881, 1.449], [0.439, 2.094, -3.951], [0.634, 3.309, -4.077], [1.073, 1.136, -4.671], [0.814, -0.282, -4.430], [2.197, 1.414, -5.523], [-0.331, 1.645, -3.304], [1.730, -0.872, -4.395], [0.415, -0.739, -5.335], [0.189, -0.460, -3.555], [2.235, 2.494, -5.668], [3.060, 1.118, -4.928], [2.199, 0.847, -6.453], [-1.638, -3.870, -1.595], [-2.511, -4.733, -1.473], [-0.476, -4.077, -2.268], [0.539, -3.025, -2.458], [-0.104, -5.423, -2.700], [-1.726, -2.848, -1.197], [0.810, -3.027, -3.514], [1.467, -3.317, -1.967], [0.161, -2.032, -2.212], [0.443, -5.980, -1.939], [-0.956, -6.059, -2.937], [0.521, -5.395, -3.593], [0.514, 0.276, 7.034], [0.544, -0.890, 7.414], [-0.358, 0.777, 6.175], [-0.289, 2.104, 5.618], [-1.253, -0.047, 5.411], [1.292, 0.956, 7.412], [0.250, 2.230, 4.679], [0.212, 2.772, 6.319], [-1.293, 2.525, 5.578], [-0.905, -0.232, 4.395], [-1.297, -1.052, 5.832], [-2.270, 0.345, 5.427], [-0.452, 4.676, 2.761], [0.339, 5.105, 3.601], [-1.417, 5.372, 2.243], [-2.198, 4.777, 1.161], [-1.535, 6.805, 2.400], [-0.358, 3.662, 2.343], [-3.189, 5.219, 1.067], [-2.322, 3.694, 1.155], [-1.704, 4.901, 0.197], [-1.303, 7.195, 3.391], [-1.031, 7.334, 1.591], [-2.583, 7.099, 2.330], [-6.521, -0.044, -0.205], [-7.429, 0.707, -0.597], [-6.092, -1.157, -0.870], [-4.985, -1.979, -0.325], [-6.683, -1.607, -2.089], [-5.995, 0.063, 0.756], [-5.234, -3.037, -0.406], [-4.776, -1.869, 0.739], [-4.020, -1.791, -0.796], [-6.239, -2.579, -2.302], [-7.773, -1.593, -2.068], [-6.382, -0.990, -2.935], [-3.166, 0.177, -2.675], [-2.967, -0.709, -3.522], [-3.269, 1.505, -2.887], [-3.575, 2.479, -1.802], [-3.161, 2.106, -4.247], [-3.478, -0.172, -1.679], [-2.723, 3.135, -1.621], [-3.667, 1.942, -0.859], [-4.515, 2.977, -2.041], [-2.470, 1.655, -4.960], [-4.146, 2.107, -4.713], [-2.837, 3.146, -4.285], [3.611, 0.444, -2.194], [3.665, -0.741, -2.540], [4.612, 1.322, -2.426], [4.470, 2.743, -2.094], [5.905, 0.924, -2.940], [2.817, 0.892, -1.577], [4.498, 2.629, -1.010], [3.516, 3.208, -2.343], [5.310, 3.369, -2.394], [6.225, 1.352, -3.890], [6.558, 1.284, -2.145], [5.982, -0.151, -3.102]], "lowdin_charge": [1.02, -0.30, -0.31, -0.28, -0.28, -0.29, -0.29, -0.31, -0.01, -0.20, -0.05, -0.04, 0.13, 0.06, 0.09, 0.07, 0.08, 0.09, 0.10, -0.33, 0.01, -0.19, -0.08, -0.06, 0.13, 0.08, 0.11, 0.07, 0.08, 0.08, 0.08, -0.35, 0.02, -0.16, -0.04, -0.06, 0.14, 0.06, 0.07, 0.08, 0.07, 0.07, 0.09, -0.30, -0.03, -0.18, -0.06, -0.03, 0.13, 0.06, 0.08, 0.08, 0.08, 0.07, 0.08, -0.19, 0.15, -0.02, 0.03, 0.04, 0.14, 0.11, 0.14, 0.08, 0.11, 0.12, 0.13, -0.32, -0.01, -0.17, -0.05, -0.04, 0.12, 0.07, 0.09, 0.05, 0.08, 0.09, 0.08, -0.35, 0.00, -0.19, -0.07, -0.06, 0.14, 0.08, 0.09, 0.09, 0.06, 0.08, 0.09, -0.39, 0.00, -0.17, -0.06, -0.04, 0.13, 0.09, 0.07, 0.06, 0.10, 0.09, 0.08, -0.32, -0.02, -0.18, -0.05, -0.05, 0.13, 0.09, 0.08, 0.05, 0.09, 0.10, 0.09, -0.35, -0.02, -0.15, -0.03, -0.05, 0.10, 0.07, 0.08, 0.10, 0.07, 0.09, 0.08, -0.35, -0.02, -0.20, -0.05, -0.04, 0.13, 0.08, 0.07, 0.10, 0.09, 0.10, 0.09]}


# 2
{"formula": "C26H60ClN13O18P", "method": "wB97M-V/def2-TZVPD", "total_charge": 1, "orbital_gap_ev": 6.51, "spin_multiplicity": 1, "homo_ev": -11.178, "e_lumo_ev": -4.67, "symbols": ["C", "C", "C", "O", "C", "C", "C", "C", "N", "C", "C", "C", "C", "O", "N", "C", "C", "C", "C", "N", "C", "C", "C", "O", "C", "N", "P", "O", "Cl", "N", "N", "H", "H", "H", "H", "H", "H", "H", "H", "H", "H", "H", "H", "H", "H", "H", "H", "H", "H", "H", "H", "H", "H", "H", "H", "H", "H", "H", "H", "H", "H", "H", "H", "H", "H", "H", "H", "H", "H", "H", "C", "N", "O", "O", "H", "H", "H", "C", "N", "O", "O", "H", "H", "H", "C", "N", "O", "O", "H", "H", "H", "C", "N", "O", "O", "H", "H", "H", "C", "N", "O", "O", "H", "H", "H", "C", "N", "O", "O", "H", "H", "H", "C", "N", "O", "O", "H", "H", "H"], "coordinates": [[-0.424, -0.525, 3.711], [0.382, 0.261, 2.508], [1.743, -0.504, 2.002], [1.586, -1.321, 0.790], [1.591, -0.517, -0.441], [1.013, -1.336, -1.781], [1.762, -2.724, -2.221], [0.786, -4.025, -2.409], [-0.219, -4.251, -1.304], [0.420, -4.545, 0.034], [-0.559, -3.808, 1.173], [-0.952, -5.562, -1.659], [-2.060, -6.278, -0.631], [-0.757, -6.228, -2.820], [1.316, -0.295, -2.837], [0.477, 0.962, -2.862], [-1.144, 0.721, -2.877], [-1.953, 1.754, -1.842], [-3.194, 1.034, -1.047], [-4.383, 0.671, -1.909], [-4.265, -0.764, -2.420], [-5.703, 0.913, -1.203], [-6.655, -0.221, -0.498], [-6.156, 2.196, -1.173], [2.795, 0.030, -2.538], [3.772, 0.316, -3.459], [5.485, 0.638, -3.082], [5.978, -0.089, -1.559], [5.652, 2.790, -2.888], [2.949, -0.093, -1.038], [3.374, 1.080, -0.431], [-0.926, 0.287, 4.425], [-1.281, -1.139, 3.198], [0.270, -1.187, 4.389], [-0.296, 0.556, 1.591], [0.741, 1.297, 2.981], [2.036, -1.263, 2.876], [2.605, 0.286, 1.965], [1.089, 0.509, -0.178], [-0.104, -1.545, -1.473], [2.393, -2.638, -3.230], [2.569, -2.964, -1.378], [0.190, -3.869, -3.414], [1.509, -4.956, -2.595], [1.486, -4.090, 0.192], [0.507, -5.698, 0.292], [-1.281, -3.066, 0.581], [0.064, -3.177, 1.936], [-1.253, -4.621, 1.652], [-2.888, -5.517, -0.307], [-2.504, -7.251, -1.161], [-1.428, -6.707, 0.286], [0.781, 1.554, -3.853], [0.761, 1.703, -1.975], [-1.523, 1.035, -3.961], [-1.488, -0.383, -2.701], [-2.407, 2.692, -2.410], [-1.198, 2.177, -1.019], [-2.763, 0.133, -0.426], [-3.600, 1.812, -0.238], [-3.699, -1.483, -1.665], [-3.586, -0.706, -3.395], [-5.303, -1.218, -2.769], [-7.752, 0.225, -0.452], [-6.754, -1.219, -1.140], [-6.340, -0.475, 0.604], [3.488, 0.329, -4.483], [5.442, -0.910, -1.357], [3.660, 1.813, -1.116], [4.184, 0.793, 0.188], [0.141, 5.321, 0.254], [0.156, 3.993, -0.417], [-0.031, 2.998, 0.294], [0.356, 3.986, -1.637], [-0.045, 5.177, 1.320], [1.116, 5.784, 0.091], [-0.659, 5.910, -0.200], [-5.116, -8.414, 0.734], [-4.742, -7.407, 1.763], [-4.501, -7.824, 2.902], [-4.701, -6.226, 1.399], [-5.112, -9.406, 1.192], [-6.115, -8.160, 0.373], [-4.377, -8.357, -0.068], [0.745, 5.985, 5.012], [0.066, 5.799, 3.701], [-0.888, 5.013, 3.664], [0.511, 6.446, 2.745], [0.252, 5.358, 5.757], [1.788, 5.689, 4.888], [0.660, 7.041, 5.279], [5.680, 6.180, -2.824], [4.698, 7.289, -2.691], [5.128, 8.443, -2.810], [3.524, 6.971, -2.471], [6.669, 6.603, -3.015], [5.675, 5.621, -1.886], [5.361, 5.555, -3.660], [2.980, 2.387, 6.776], [1.998, 3.496, 6.909], [2.428, 4.650, 6.790], [0.824, 3.178, 7.129], [3.969, 2.811, 6.585], [2.975, 1.828, 7.714], [2.661, 1.762, 5.940], [3.689, 10.312, -4.938], [3.822, 11.177, -6.140], [3.732, 10.629, -7.245], [4.013, 12.383, -5.942], [3.526, 9.281, -5.260], [4.617, 10.395, -4.368], [2.836, 10.676, -4.362], [-3.755, -11.595, 4.430], [-4.434, -11.781, 3.119], [-5.388, -12.567, 3.082], [-3.989, -11.134, 2.164], [-4.248, -12.222, 5.176], [-2.712, -11.891, 4.306], [-3.840, -10.539, 4.698]], "lowdin_charge": [-0.13, -0.21, -0.20, -0.15, -0.18, -0.16, -0.12, -0.20, -0.11, -0.22, -0.09, -0.26, -0.03, -0.06, -0.07, -0.16, -0.14, -0.15, -0.20, -0.14, -0.11, -0.29, -0.04, -0.06, -0.14, -0.11, 0.71, -0.35, 0.19, -0.09, 0.06, 0.09, 0.08, 0.08, 0.10, 0.12, 0.14, 0.11, 0.15, 0.16, 0.13, 0.12, 0.14, 0.15, 0.11, 0.13, 0.09, 0.06, 0.07, 0.08, 0.10, 0.09, 0.15, 0.10, 0.13, 0.09, 0.14, 0.07, 0.12, 0.15, 0.10, 0.09, 0.10, 0.10, 0.08, 0.10, 0.16, 0.07, 0.07, 0.12, 0.06, -0.39, 0.01, 0.05, 0.05, 0.11, 0.12, 0.05, -0.41, 0.05, 0.03, 0.07, 0.11, 0.09, 0.04, -0.40, 0.07, 0.02, 0.08, 0.09, 0.11, 0.00, -0.41, 0.06, 0.05, 0.10, 0.08, 0.07, 0.05, -0.41, 0.03, 0.07, 0.10, 0.11, 0.09, 0.02, -0.43, 0.05, 0.05, 0.09, 0.09, 0.11, 0.04, -0.41, 0.07, 0.03, 0.10, 0.10, 0.10]}